# 1
116
Properties=species:S:1:pos:R:3:mulliken_charge:R:1 method="wB97M-V/def2-TZVPD" charge=-1 orbital_gap_ev=6.6 e_lumo_ev=1.8 e_homo_ev=-4.8
C 4.29 -1.89 0.81 -1.022
C 4.37 -0.68 -0.14 -0.244
O 3.39 0.26 0.35 -0.149
P 3.53 1.67 -0.46 0.971
O 3.18 1.36 -1.88 -1.031
C 2.29 2.82 0.23 -0.471
C 1.14 3.07 -0.76 -0.547
C -0.10 3.64 0.00 -1.218
B -1.21 2.46 0.28 0.844
C -1.91 2.81 1.77 -0.666
C -2.29 1.53 2.40 0.446
O -1.49 0.89 3.02 -0.639
O -3.58 1.07 2.29 -0.404
P -2.66 2.48 -1.04 -0.382
P -3.75 0.62 -1.02 0.867
O -3.02 -0.57 -0.53 -0.527
O -4.22 0.30 -2.57 -0.491
O -5.16 0.78 -0.24 -0.482
O 5.05 2.24 -0.47 -0.495
C 5.40 3.12 0.62 -0.344
C 5.03 2.61 2.03 -1.004
H 3.25 -2.11 1.02 0.181
H 4.80 -1.66 1.76 0.163
H 4.75 -2.77 0.34 0.403
H 4.11 -1.00 -1.15 0.298
H 5.40 -0.30 -0.10 0.283
H 1.84 2.31 1.09 0.259
H 2.74 3.74 0.63 0.631
H 1.42 3.75 -1.57 0.433
H 0.86 2.09 -1.14 0.214
H 0.17 4.19 0.91 0.264
H -0.56 4.37 -0.69 0.242
H -0.69 1.38 0.36 -0.431
H -2.77 3.47 1.61 0.366
H -1.22 3.31 2.45 0.376
H -3.54 0.10 2.32 0.219
H -3.60 3.45 -0.62 -0.170
H -3.51 0.53 -3.19 0.296
H -5.32 -0.04 0.25 0.304
H 6.49 3.21 0.59 0.522
H 5.04 4.14 0.44 0.239
H 4.75 1.56 2.07 0.258
H 4.26 3.26 2.45 0.311
H 5.91 2.73 2.67 0.358
O -2.64 -2.33 2.63 -0.605
H -2.30 -3.08 3.13 0.268
H -2.16 -1.57 2.98 0.265
O 0.15 -0.88 -0.32 -0.637
H 0.48 -1.30 -1.12 0.342
H -0.80 -1.11 -0.31 0.261
O 5.15 2.68 -3.52 -0.550
H 6.07 2.46 -3.33 0.276
H 4.63 2.08 -2.95 0.297
O 4.04 4.44 -6.05 -0.721
H 4.28 3.74 -5.42 0.317
H 4.57 5.19 -5.76 0.311
O -6.27 0.01 4.15 -0.652
H -5.37 -0.04 3.80 0.346
H -6.33 0.90 4.50 0.305
O 6.71 5.95 -5.70 -0.662
H 6.99 5.07 -5.97 0.329
H 6.66 5.90 -4.74 0.338
O 5.05 5.56 -2.06 -0.643
H 5.12 4.67 -2.43 0.307
H 4.26 5.92 -2.46 0.349
O -5.67 -2.56 -3.13 -0.695
H -5.34 -3.26 -2.54 0.482
H -5.14 -1.78 -2.89 0.257
O -3.96 5.01 -2.41 -0.597
H -3.77 5.25 -3.32 0.282
H -4.92 4.90 -2.39 0.302
O -4.43 -3.54 4.54 -0.600
H -4.22 -3.16 3.68 0.336
H -5.39 -3.65 4.51 0.334
O -6.28 -4.74 2.45 -0.681
H -5.34 -4.95 2.60 0.331
H -6.75 -5.47 2.86 0.301
O -4.65 -4.32 0.04 -0.572
H -5.39 -4.20 0.65 0.338
H -5.04 -4.26 -0.84 0.270
O -0.48 -4.90 2.48 -0.605
H -0.86 -4.61 1.64 0.309
H -0.61 -5.85 2.49 0.279
O -0.59 -6.43 0.12 -0.618
H -0.71 -6.57 -0.83 0.276
H 0.16 -5.82 0.16 0.370
O 0.36 -3.03 4.75 -0.702
H 0.13 -3.79 4.20 0.333
H 0.24 -2.27 4.18 0.296
O -5.61 -4.67 -2.70 -0.641
H -6.42 -4.52 -3.21 0.311
H -5.35 -5.57 -2.90 0.262
O -8.46 -0.73 -3.17 -0.642
H -7.52 -0.92 -3.05 0.339
H -8.90 -1.37 -2.60 0.298
O -5.98 -3.35 -6.15 -0.648
H -5.81 -3.00 -5.26 0.363
H -5.11 -3.50 -6.51 0.304
O 1.77 2.50 -6.05 -0.594
H 1.72 2.21 -6.97 0.284
H 2.57 3.04 -6.02 0.377
O 5.48 -1.95 4.00 -0.597
H 5.26 -1.61 4.88 0.293
H 5.70 -2.87 4.15 0.274
O 2.98 -3.19 6.10 -0.611
H 2.12 -3.13 5.65 0.428
H 3.26 -4.10 5.94 0.310
O 2.64 7.46 -1.73 -0.611
H 1.97 7.93 -2.24 0.307
H 3.31 8.12 -1.55 0.301
O 0.72 -3.92 -0.06 -0.565
H 1.61 -4.02 -0.41 0.265
H 0.67 -2.98 0.20 0.341
O 4.70 -5.48 6.52 -0.649
H 5.04 -6.24 7.00 0.295
H 5.18 -4.73 6.89 0.313


# 2
36
Properties=species:S:1:pos:R:3:mulliken_charge:R:1 method="wB97M-V/def2-TZVPD" charge=-1 orbital_gap_ev=6.5 e_lumo_ev=2.4 e_homo_ev=-4.1
Br -1.26 1.72 2.64 -0.227
C -0.63 2.05 0.87 0.011
C 0.75 1.97 0.62 -0.580
C 1.20 2.23 -0.68 1.224
C 0.25 2.56 -1.71 -0.259
N 0.97 2.74 -2.89 -0.005
C 2.32 2.54 -2.65 -0.434
C 2.48 2.24 -1.31 -0.934
C -1.11 2.64 -1.46 -0.799
C -1.55 2.39 -0.14 -0.328
H 1.45 1.70 1.41 0.450
H 0.55 3.00 -3.78 0.189
H 3.06 2.63 -3.44 0.386
H 3.40 2.01 -0.79 0.666
H -1.80 2.90 -2.26 0.321
H -2.60 2.45 0.10 0.388
O 2.24 -4.31 -0.02 -0.419
C 3.39 -4.13 -0.01 0.140
Co 5.10 -3.80 -0.10 0.310
C 5.44 -2.82 1.32 -0.043
O 5.65 -2.19 2.27 -0.357
C 6.07 -5.26 -0.04 0.101
O 6.70 -6.24 0.00 -0.387
C 5.30 -2.95 -1.89 0.068
C 4.78 -1.64 -1.85 -0.164
C 3.69 -0.88 -1.82 -0.535
Co 6.56 -1.69 -1.68 0.112
C 7.00 -0.47 -0.38 0.168
O 7.62 0.20 0.32 -0.356
C 7.00 -0.77 -3.19 0.104
O 7.41 -0.30 -4.15 -0.370
C 7.94 -2.77 -1.52 0.346
O 8.82 -3.52 -1.44 -0.364
H 5.23 -3.66 -2.72 0.511
H 3.78 0.18 -1.58 -0.221
H 2.69 -1.28 -2.01 0.289


# 3
70
Properties=species:S:1:pos:R:3:lowdin_spin:R:1 method="wB97M-V/def2-TZVPD" spin_multiplicity=3 charge=+1 orbital_gap_ev="6.1 / 4.0" e_lumo_ev="-4.8 / -6.8" e_homo_ev="-10.9 / -10.8"
Pd 6.77 34.47 14.75 1.443
F 8.40 33.30 14.10 0.225
C 4.50 30.93 13.23 0.010
C 5.03 32.07 14.10 0.009
C 6.00 31.63 15.32 0.002
O 6.35 32.73 16.13 0.075
C 6.80 32.33 17.46 0.008
N 5.59 33.17 13.24 0.191
H 5.13 30.63 12.40 0.000
H 3.58 31.22 12.72 0.000
H 4.25 30.05 13.83 0.002
H 4.14 32.55 14.52 0.001
H 6.88 31.13 14.90 0.000
H 5.48 30.81 15.82 0.001
H 6.96 33.17 18.13 0.000
H 7.76 31.82 17.32 0.000
H 6.07 31.65 17.90 0.003
H 6.31 32.72 12.70 0.002
H 5.01 33.51 12.49 0.008
C 8.79 29.19 16.36 0.000
C 9.84 30.30 16.03 0.000
C 11.33 29.83 16.31 0.000
O 12.23 30.88 15.98 0.000
C 13.56 30.59 16.47 0.000
N 9.66 30.61 14.62 0.002
H 8.96 28.74 17.33 0.000
H 8.92 28.37 15.65 0.000
H 7.78 29.59 16.35 0.000
H 9.57 31.18 16.61 0.000
H 11.54 28.89 15.80 0.000
H 11.34 29.57 17.36 0.000
H 14.24 31.38 16.14 0.000
H 14.00 29.70 16.04 0.000
H 13.57 30.48 17.56 0.000
H 10.48 31.08 14.26 0.000
H 9.03 31.39 14.57 0.000
C 9.47 32.53 10.35 0.000
C 7.96 32.59 10.52 0.000
C 7.19 32.30 9.24 0.000
O 7.51 33.24 8.18 0.000
C 6.92 32.98 6.89 0.000
N 7.60 31.70 11.63 0.003
H 9.93 32.87 11.27 0.000
H 9.85 33.25 9.62 0.000
H 9.82 31.51 10.21 0.000
H 7.70 33.61 10.80 0.000
H 6.12 32.43 9.42 0.000
H 7.40 31.26 8.97 0.000
H 5.84 33.11 7.03 0.000
H 7.16 31.96 6.61 0.000
H 7.26 33.71 6.15 0.000
H 8.22 32.04 12.36 0.000
H 7.96 30.77 11.53 0.000
C 13.13 34.33 15.53 0.001
C 11.89 34.00 14.69 0.001
C 12.14 33.46 13.33 0.001
O 12.92 34.32 12.50 0.001
C 12.36 35.53 12.06 0.000
N 10.90 33.35 15.52 0.012
H 13.49 33.54 16.19 0.000
H 12.78 35.07 16.25 0.000
H 13.83 34.83 14.86 0.000
H 11.40 34.95 14.49 0.000
H 11.20 33.13 12.90 0.000
H 12.69 32.52 13.39 0.000
H 11.54 35.30 11.38 0.000
H 13.17 35.96 11.48 0.000
H 12.08 36.27 12.82 0.000
H 11.13 32.37 15.56 0.000
H 10.02 33.35 15.03 -0.001


# 4
17
Properties=species:S:1:pos:R:3:mulliken_charge:R:1 method="wB97M-V/def2-TZVPD" charge=0 orbital_gap_ev=10.7 e_lumo_ev=0.7 e_homo_ev=-10.0
C 2.31 -0.03 -0.31 -0.939
C 1.02 0.72 0.11 -0.313
N -0.13 -0.22 0.31 0.107
N -0.23 -1.18 -0.63 -0.259
N -1.54 -1.88 -0.59 -0.617
O -1.33 0.72 -0.07 -0.371
N -1.94 1.29 1.03 1.060
O -1.99 0.71 2.02 -0.521
O -2.24 2.40 0.84 -0.568
H 2.16 -0.72 -1.16 0.307
H 2.88 0.81 -0.72 0.353
H 2.96 -0.53 0.55 0.249
H 1.10 1.16 1.12 0.326
H 0.80 1.36 -0.76 0.324
H -0.13 -0.77 -1.58 0.284
H -1.46 -2.67 0.14 0.286
H -2.24 -1.17 -0.30 0.291